74
Properties=species:S:1:pos:R:3:forces:R:3:mulliken_charge:R:1 method="wB97M-V/def2-TZVPD" lumo_ev=-2.656 total_charge=+1 e_homo_ev=-9.95 gap_ev=7.30
H 0.6446 1.0390 5.1842 -0.121 -0.318 -0.088 0.320
C 2.6191 -0.6605 -0.7217 0.302 0.189 -0.731 -0.959
H -0.5366 1.7055 -6.5878 -0.143 0.107 0.364 0.363
H 1.2187 2.9855 -5.4083 -0.018 -0.266 0.193 0.409
O -1.3002 2.5459 3.6640 -0.581 1.530 0.581 -0.145
C -0.9168 -1.1699 -5.5869 0.327 -0.036 0.001 -0.536
O -0.1787 3.1551 1.7620 -0.603 0.251 0.882 -0.694
C -1.3976 -1.4842 -1.1705 -0.179 0.006 -0.773 -0.644
C 2.9393 -1.7810 3.1737 0.654 -0.205 0.104 -1.431
C 1.4274 1.0342 -4.5081 0.477 0.691 0.180 -0.520
H 3.2503 -2.1444 2.1913 -0.176 -0.061 0.025 0.311
H -2.7439 -0.6586 4.3068 0.178 -0.222 0.065 0.262
H 0.0304 -3.7917 0.9246 -0.094 0.056 0.084 0.342
C -0.6060 2.3248 2.5800 0.321 1.095 -0.964 0.545
H -0.0954 2.1285 -0.5055 0.150 -0.410 -0.322 0.462
H 0.4077 2.7730 -3.8693 0.015 -0.023 -0.165 0.229
H -0.7156 -2.0295 -4.9281 -0.029 0.123 -0.132 0.272
H 2.2243 1.2259 -3.7698 -0.314 -0.251 -0.272 0.473
H 2.1235 2.6607 1.3378 0.263 -0.419 -0.622 0.300
C 0.4320 -0.6617 -6.1417 -0.143 -0.407 -0.256 -0.978
C -1.6087 3.9259 3.9637 -0.120 -0.561 0.270 -0.888
C 2.6844 1.9740 0.6660 0.271 0.273 -0.540 -1.187
C -0.7170 2.0397 -5.5600 0.139 0.480 -0.025 -1.009
C 0.6211 2.2661 -4.8237 -0.295 0.068 -0.021 -0.442
H -1.5045 -1.5797 -6.4253 0.020 0.182 0.279 0.360
H 1.0847 -4.5501 2.0983 -0.030 0.102 -0.041 0.299
C -0.7930 -2.2435 3.1117 1.027 0.568 0.502 0.922
H 3.5832 1.5933 1.2004 -0.484 0.290 -0.530 0.383
C -1.7302 -0.1770 -4.7986 -0.540 -0.850 -0.115 -0.613
H 1.4462 -0.1847 6.1453 0.134 0.232 0.121 0.379
H -2.1737 4.3224 3.1317 -0.056 0.420 0.004 0.308
C 1.4675 -1.7735 3.3644 -1.232 -0.135 0.253 0.642
H -2.7292 1.6108 0.8553 0.055 -0.433 -0.700 0.312
H -2.1959 3.8272 4.8636 -0.166 0.540 0.198 0.262
H 2.0522 -1.6161 -0.7821 0.385 0.712 -0.111 0.221
H -0.5024 -2.1375 -1.0704 -0.579 0.496 -0.190 0.266
H 3.4034 -0.7991 3.2958 -0.082 0.074 0.089 0.278
H 0.2641 0.0702 -6.9393 0.144 -0.245 0.274 0.329
C -0.6683 -1.2727 4.1720 1.770 -0.963 -0.439 0.071
C 0.1464 1.0831 -0.7785 0.072 -0.336 0.113 -0.493
H -2.2844 -2.0540 -0.8092 0.565 0.412 -0.409 0.409
H 2.0791 -0.9383 -4.7397 -0.328 0.527 0.048 0.340
H 1.7158 -3.3412 1.0023 0.055 0.101 0.103 0.325
H -2.5372 -0.6587 -4.2204 0.335 0.375 -0.168 0.637
C 0.7486 -0.9771 4.3318 -1.194 -1.513 -0.932 0.034
H 2.9337 2.4632 -0.2919 0.349 0.290 0.703 0.429
H -2.8978 -2.1131 2.6124 0.036 0.080 0.092 0.301
H -1.8568 -0.7681 5.8292 -0.231 0.136 0.043 0.368
La 0.0167 0.1401 2.2014 0.165 -0.747 2.804 -0.045
P 1.6658 0.5488 0.1981 0.726 -0.358 -0.562 0.781
H -1.2006 3.0278 -5.6398 0.163 -0.341 -0.076 0.402
H -2.9683 1.2963 -0.9376 -0.523 0.026 0.611 0.376
C 0.5172 -2.5502 2.6303 0.018 0.135 1.041 0.162
H 3.5623 -0.8431 -0.1577 -0.573 0.160 -0.574 0.389
C -1.6569 1.1427 -4.7977 -0.420 0.861 0.226 -0.222
H 2.7850 -0.2025 -1.7148 0.399 -0.808 0.203 0.331
C -2.7838 0.8398 0.0515 -0.176 0.273 -0.448 -1.128
H 3.4106 -2.4355 3.9138 0.094 0.042 -0.057 0.356
H 0.2982 0.9148 -1.8557 -0.136 0.329 0.160 -0.009
H -0.6696 4.4376 4.1247 -0.043 0.428 0.026 0.324
H -2.3751 -3.6549 3.2555 -0.083 0.018 -0.083 0.344
H -1.9991 -3.2180 1.5982 0.164 0.021 0.071 0.313
C -1.7689 -0.4870 4.7772 -0.618 0.334 0.610 -0.906
C 1.2973 0.1532 5.1179 0.322 0.476 0.692 -1.090
H -1.6366 0.6095 4.7581 0.225 -0.402 0.015 0.235
H -1.5224 -1.1013 -2.2026 -0.044 -0.775 0.272 -0.097
C 0.8490 -3.5922 1.6188 0.120 -0.382 -0.276 -1.502
C 1.3596 -0.1648 -5.0636 0.415 -0.842 -0.080 -0.189
H 0.9186 -1.5291 -6.6188 -0.153 0.351 0.075 0.407
H -3.5627 0.0991 0.3378 0.441 0.495 -0.378 0.385
H -2.3862 1.7128 -4.1937 0.331 -0.496 -0.174 0.350
P -1.2067 -0.0442 -0.1118 -0.490 -0.772 -1.082 0.707
H 2.2653 0.5346 4.7640 -0.097 -0.322 -0.028 0.262
C -2.0666 -2.8224 2.6147 -0.533 -0.456 -0.014 -1.562

***

77
Properties=species:S:1:pos:R:3:forces:R:3:mulliken_charge:R:1 method="wB97M-V/def2-TZVPD" spin_multiplicity=5 lumo_ev="-8.837 / -12.482" total_charge=+3 e_homo_ev="-16.58 / -17.25" gap_ev="7.74 / 4.77"
H 0.9615 3.0593 0.8812 -0.008 0.013 0.084 0.300
H 2.0346 -0.4169 2.6878 -0.216 -0.019 0.011 -0.213
C 0.8254 0.9575 3.4920 -1.665 0.208 -0.597 0.613
H 2.1449 3.1025 -3.8302 -0.020 -0.017 -0.015 0.472
C 5.5829 0.6008 5.4983 0.165 -0.075 0.051 -0.402
H -2.6840 3.7647 -1.9796 0.004 -0.020 0.027 0.497
H -1.4578 3.6378 -3.2182 0.042 0.000 0.012 0.397
C 4.9821 -0.1566 -0.6868 0.037 0.029 0.127 -1.450
C -0.0815 -2.9101 1.4086 -0.238 0.207 -0.115 -0.749
C 4.0965 -0.6249 4.0660 0.509 -0.255 0.068 -0.132
H -0.5146 -2.3978 2.2696 -0.009 0.002 -0.007 0.309
H 1.7531 4.3053 -0.0842 -0.021 -0.035 -0.024 0.368
H 5.4628 0.7323 -0.2789 0.045 -0.065 -0.042 0.381
H 1.0941 1.7560 5.3618 -0.037 -0.020 0.044 0.241
C 2.4733 0.3439 -3.3341 0.106 0.050 -0.015 -1.604
P 2.4789 1.1662 -0.6666 0.024 -0.526 0.180 -0.889
H 3.2839 -0.3815 -3.3054 -0.030 -0.012 0.030 0.311
C 5.2682 -0.5595 4.7702 -0.225 -0.224 -0.224 -0.804
S -0.3891 0.6182 2.3386 0.744 0.150 0.307 -0.502
C 3.0586 2.6117 0.3507 -0.228 -0.078 -0.233 1.006
H -3.3858 -2.1751 0.8779 -0.026 -0.031 0.029 0.375
H 0.0053 -3.9667 1.6703 -0.019 -0.025 -0.036 0.489
H -3.0805 -3.9165 0.9085 -0.040 -0.014 0.007 0.419
H 3.4189 2.1411 1.2715 -0.001 -0.093 0.040 0.171
H 4.9729 2.6093 6.0266 0.067 -0.019 -0.013 0.461
C 2.7351 1.5647 -2.4450 -0.302 -0.157 0.146 0.602
H -3.6088 -3.1466 -0.5861 -0.028 -0.037 0.021 0.346
Pt 0.2577 0.6324 -0.0687 -0.463 0.339 0.002 1.570
H -4.0985 -0.4062 -4.0095 -0.011 0.026 0.007 0.494
H 5.0429 -0.1196 -1.7739 0.002 -0.003 -0.007 0.282
H 3.7811 1.8730 -2.5235 0.010 -0.019 0.021 0.919
H 3.9033 3.8802 -1.2094 -0.014 -0.008 0.002 0.319
C 1.9123 3.5725 0.7064 0.068 0.005 0.003 -1.634
C -1.7156 -0.4129 -1.5922 -0.154 -0.530 -0.220 0.677
H 1.8174 3.5513 -2.1608 -0.027 -0.010 -0.036 0.272
H 3.3217 -2.4454 -0.0613 0.055 0.003 -0.007 0.583
H 2.1637 4.1349 1.6074 -0.009 0.003 -0.024 0.421
C 2.9073 -1.6230 -0.6458 0.063 0.078 -0.004 -1.193
C -2.7096 -0.9218 -2.4677 -0.024 -0.095 0.111 -0.489
N -1.4089 0.9251 -1.5908 0.434 0.240 -0.025 -0.022
H 4.5764 4.1350 0.3917 -0.033 0.009 -0.013 0.488
H 2.9067 2.5354 4.7529 -0.018 -0.029 -0.056 0.538
C -0.5286 -3.9677 -1.4289 -0.289 0.572 0.353 -0.967
H 3.1206 -1.8322 -1.6920 -0.010 0.001 0.002 0.275
H 5.9414 -1.4061 4.7723 0.028 0.027 0.039 0.462
Si -1.1711 -2.7675 -0.1202 -0.031 -1.490 0.204 -0.245
H -3.5447 2.0215 -3.9015 -0.005 -0.010 -0.012 0.502
H -0.3978 2.1189 4.5836 -0.018 0.020 -0.067 0.266
C -2.9908 -3.0138 0.3018 0.564 0.191 -0.143 -1.070
N 2.0331 0.3347 3.3711 1.347 -0.243 0.381 0.205
H 1.5410 -0.1547 -3.0557 -0.011 -0.015 -0.033 0.247
H -1.0056 3.4331 -1.5032 0.027 0.018 -0.014 0.129
C 3.1961 0.4725 4.0925 -0.676 0.061 -0.402 0.894
H 3.8423 -1.5270 3.5214 -0.075 0.028 -0.007 0.481
H 3.5469 -0.2678 0.8939 -0.075 0.105 0.011 -0.547
H 0.8033 2.3419 -2.9752 -0.082 0.065 0.017 0.316
C 4.7116 1.7066 5.4904 -0.408 0.217 -0.086 -0.876
H -1.0393 -3.8467 -2.3851 0.026 -0.072 -0.023 0.367
H 2.3752 0.6760 -4.3678 0.009 -0.006 -0.005 0.488
C 1.8198 2.7176 -2.8639 0.092 0.009 0.059 -1.688
H -2.9281 -1.9804 -2.4702 -0.018 0.019 -0.026 0.368
H 5.5569 -1.0225 -0.3555 0.002 -0.010 -0.037 0.469
N 0.5319 1.7266 4.5237 0.394 -0.126 0.162 -0.323
H 6.5107 0.6493 6.0547 -0.013 0.012 0.015 0.452
H 0.5435 -3.8430 -1.5852 0.010 -0.030 -0.029 0.296
H -0.7102 -4.9812 -1.0670 0.017 -0.039 -0.047 0.382
N -0.9839 -1.1158 -0.7438 0.484 1.359 -0.195 -0.007
H 5.0641 2.7278 -0.5366 -0.028 0.060 -0.033 0.330
H 0.9298 -2.5300 1.2423 -0.039 -0.025 -0.041 -0.029
C -1.7683 3.2356 -2.2521 0.011 0.023 -0.041 -1.358
C 3.5316 1.6546 4.7953 0.306 0.322 0.396 -0.221
C -2.0502 1.7775 -2.3601 0.023 0.007 0.153 0.683
H 1.8248 -1.6261 -0.5127 0.027 -0.031 -0.026 -0.220
C -3.3531 -0.0422 -3.3147 -0.039 0.053 -0.104 -0.768
C -3.0391 1.3071 -3.2657 -0.067 -0.169 0.040 -0.612
C 3.5377 -0.2936 -0.2044 -0.148 0.147 -0.189 1.607
C 4.2173 3.3702 -0.2996 0.154 0.003 0.106 -1.525

***

86
Properties=species:S:1:pos:R:3:forces:R:3:mulliken_charge:R:1 method="wB97M-V/def2-TZVPD" lumo_ev=-4.594 e_homo_ev=-7.68 gap_ev=3.09
H -3.0075 1.7542 -0.7928 -0.011 0.022 -0.007 0.310
O 3.5229 -3.4810 1.6130 0.706 -0.516 2.054 -0.207
F -1.9478 -3.2491 1.9860 0.412 1.307 0.302 -0.809
O 0.6516 -5.9171 3.6624 0.106 0.466 0.328 -0.464
C 0.0826 -0.7726 2.9500 -0.048 -0.556 0.105 -1.978
H 0.9060 3.2010 -1.8151 -0.012 0.045 0.014 0.331
F -4.7605 -1.4878 2.7368 -0.023 0.147 0.097 -0.261
Cl 4.2387 -6.6018 3.1427 -0.319 1.431 -0.405 -0.107
C 2.8388 -2.0790 4.2152 -0.070 -0.197 0.423 -0.885
H -1.3581 4.2030 -5.8790 0.072 0.022 0.033 0.339
H 5.3334 -1.8427 2.4674 -0.155 0.103 -0.019 0.284
O 0.5463 -4.1723 2.2877 0.325 0.327 -0.730 -0.427
H 3.5202 -1.5772 3.5382 0.129 -0.011 -0.214 0.116
H 0.1187 7.9469 -4.7412 -0.006 0.005 -0.018 0.261
C -2.2431 1.7878 -1.5697 -0.066 0.038 0.117 -1.257
H 6.6974 -2.5815 1.7014 0.109 0.123 -0.079 0.489
H -7.0816 -1.6139 1.5997 -0.005 0.017 -0.016 0.395
H 3.3417 -2.8992 4.7223 0.123 -0.229 -0.056 0.365
C -1.7840 5.1929 -6.0649 -0.189 -0.133 -0.016 -0.723
O 1.5413 -1.7226 1.3639 -0.042 -0.166 1.166 -0.579
C -0.1498 -5.2511 2.7690 -2.356 -0.731 -0.605 0.292
H -0.6393 8.9656 -8.3357 -0.004 0.014 0.001 0.434
H -0.8029 -1.3442 2.6536 -0.316 -0.356 -0.298 0.492
K -2.1919 0.3906 3.8606 -0.279 -0.112 -0.148 1.025
H -0.2197 1.1016 -0.1087 0.057 -0.037 0.012 0.296
H 1.5783 7.0946 -4.2552 0.013 0.002 -0.008 0.379
C -5.0804 -4.9182 1.6335 -0.239 0.092 -0.071 -0.310
H 0.1943 0.1427 2.3961 -0.107 0.544 -0.054 0.470
H 1.2955 6.4157 -6.4972 -0.032 0.037 -0.034 0.375
C 0.4981 6.0829 -5.8288 0.218 0.066 0.021 -0.733
H -1.5604 7.9829 -6.2573 -0.011 0.000 -0.031 0.258
C 1.1636 -1.6700 2.5170 -0.049 0.487 -1.514 0.774
H 0.0137 6.5019 -3.7302 -0.068 0.041 -0.011 0.208
H -6.7489 -5.7726 0.5936 -0.041 -0.027 -0.027 0.364
C 0.0447 2.6338 -2.1672 0.131 0.146 0.030 -1.048
H 5.2425 -4.6327 1.2261 -0.194 -0.229 0.164 0.470
C 0.5415 6.9567 -4.5671 0.039 -0.093 0.024 -0.913
C 1.6524 -3.9265 3.0987 -0.384 -0.308 2.117 1.347
H 0.6652 8.4019 -7.3025 0.010 0.000 0.004 0.291
C -1.0307 2.5752 -1.0949 0.019 -0.359 -0.237 0.375
C -6.5361 -2.5482 1.5980 -0.046 0.216 0.037 -0.631
H 2.5582 -1.3150 4.9407 -0.194 0.382 -0.085 0.076
N -0.7360 6.0438 -6.5927 -0.011 -0.073 0.017 0.113
O 0.2998 -4.2337 5.0706 0.398 -0.273 0.226 -0.398
N 1.6391 -2.5747 3.5325 1.031 0.097 -1.003 1.163
H 0.3960 1.6292 -2.4160 -0.090 -0.041 -0.027 0.368
H -1.3349 3.5879 -0.8264 0.037 0.011 0.097 0.236
H 0.6841 -3.7363 5.8216 -0.211 0.001 -0.257 0.231
C -2.5362 5.6582 -4.8109 0.009 -0.116 0.050 -0.887
H 0.7635 5.0558 -5.5673 -0.091 -0.036 0.020 0.354
H -0.3317 3.1019 -3.0785 -0.011 -0.015 -0.016 0.182
C 2.8490 -4.4303 2.2318 -2.142 2.263 -2.948 -1.072
H 5.0551 -3.1441 0.3359 -0.253 0.013 -0.181 0.447
F 1.8330 0.4384 4.5858 -0.215 -0.225 0.353 -0.839
H -1.9605 0.7574 -1.7991 0.025 0.007 -0.048 0.344
H 0.1848 7.4495 -8.7143 0.022 -0.031 0.011 0.335
C -7.0613 -3.6967 1.0245 -0.028 -0.085 -0.028 -0.271
C -4.5406 -3.7785 2.2075 -0.162 -0.113 0.388 -0.265
C 1.2933 -4.8424 4.3352 -0.309 -0.429 -0.039 0.257
C 6.2157 -3.5026 3.5666 -0.210 0.228 0.177 -0.921
H 7.2049 -3.9380 3.4786 0.093 -0.163 -0.037 0.375
H -3.5528 -3.7847 2.6489 0.285 0.141 -0.165 0.212
H -2.0907 7.1325 -7.7003 -0.035 -0.057 0.041 0.451
C -5.2885 -2.6239 2.1764 0.076 -0.198 -0.122 0.507
H -3.4223 5.0368 -4.6653 -0.002 -0.011 -0.016 0.402
C 4.9414 -3.5920 1.3173 0.516 0.270 -1.184 -0.647
H 5.5345 -4.2920 3.8690 -0.088 -0.076 0.029 0.199
H 2.4675 -5.1489 1.5003 0.446 -0.895 0.341 0.515
C -6.3369 -4.8799 1.0438 -0.002 -0.033 -0.059 -0.550
H 2.6125 -4.7148 5.7354 -0.046 0.115 0.167 0.367
H -8.0368 -3.6632 0.5591 -0.040 0.006 -0.002 0.354
O -1.2609 -5.5130 2.4528 1.943 -0.857 0.342 -0.398
O -0.5026 1.9992 0.1014 -0.136 0.105 0.158 -0.478
H -4.5096 -5.8354 1.6427 0.064 -0.024 0.015 0.411
C -0.1850 8.0746 -7.9012 -0.026 0.029 -0.019 -1.429
Be 1.0737 -2.0522 7.0780 0.112 0.393 0.147 0.009
H -2.5163 5.0451 -6.8646 0.007 0.075 -0.038 0.404
H -2.8750 6.6912 -4.8918 0.026 0.020 -0.021 0.317
H -1.9280 5.5640 -3.9116 0.018 0.065 0.003 0.091
C -1.2169 7.3247 -7.0726 0.046 0.143 0.016 -0.332
C 5.7986 -2.8038 2.2747 0.211 -0.163 0.100 -0.509
O 2.3281 -5.3525 5.0745 0.117 -0.110 -0.234 -0.533
H 6.2464 -2.7849 4.3806 0.076 0.066 0.139 0.268
H -2.6793 2.2324 -2.4650 0.006 0.003 -0.020 0.354
H 3.6998 -5.2313 2.9417 1.060 -2.317 1.173 0.260
H 0.1366 -0.6287 4.0239 0.279 0.269 0.086 0.517

***

F_max for the records above, in order: 2.91; 1.78; 4.29 eV/A